{"formula": "C6H12O2", "method": "ωB97M-V/def2-TZVPD", "smiles": "COC(C)=O.C=CC", "relative_energy_kj_mol": 676.1, "lumo_ev": 0.249, "total_energy_ev": -10505.2995, "species": ["C", "O", "C", "C", "O", "H", "H", "H", "H", "H", "H", "C", "C", "C", "H", "H", "H", "H", "H", "H"], "positions_angstrom": [[-1.575674, -1.974612, -0.196656], [-0.684070, -0.870008, -0.237851], [-0.951002, 0.346285, 0.657934], [-2.142766, 1.126588, 0.123114], [-0.886338, 0.114902, 1.847128], [-2.358646, -1.907501, -0.958162], [-2.100127, -2.071967, 0.757734], [-0.994299, -2.890180, -0.324775], [-2.241153, 2.051438, 0.690287], [-2.036149, 1.277725, -0.949435], [-3.096972, 0.648944, 0.347127], [1.133796, 1.444627, -0.581001], [1.776612, 0.227888, -0.699220], [2.698785, -0.286176, 0.367005], [1.421266, 2.125791, 0.210317], [1.150073, 2.087402, -1.453373], [1.926566, -0.189858, -1.690301], [3.026606, -0.472263, 1.391245], [3.381875, 0.580203, 0.423008], [2.551616, -1.369228, 0.275875]], "atomic_forces_ev_per_a": [[-0.347, 0.321, 0.716], [0.682, 1.815, 0.288], [-3.766, -5.196, 1.379], [0.996, 1.330, -0.422], [1.491, 1.313, -1.633], [0.191, 0.055, -0.215], [0.152, 0.128, 0.204], [0.000, 0.158, -0.174], [0.325, 0.320, -0.330], [-0.169, 0.251, 0.110], [0.411, -0.812, -0.044], [2.705, -0.366, -1.054], [-1.670, 3.767, 2.121], [-0.505, -0.863, -0.269], [-0.539, -0.547, 1.010], [-1.182, -0.421, -0.714], [-0.356, -0.506, 0.349], [-2.915, 1.102, 1.999], [1.857, -1.401, -1.798], [2.641, -0.447, -1.523]]}